# 1
The following is a DFT calculation (the ωB97M-V functional and the def2-TZVPD basis) of a 2-piece molecular cluster, CH4S3 overall in a non-equilibrium geometry.

- orbital gap (spin up / spin down) (eV) = 7.42 / 5.94
- spin multiplicity = 1

```
8
Properties=species:S:1:pos:R:3:nbo_charge:R:1
C 0.576 -0.531 0.205 -0.78
S -1.042 0.751 -2.512 -0.09
S 1.260 -0.527 1.874 0.27
S -0.291 0.258 2.776 -0.19
H -0.497 -0.736 0.280 0.24
H 1.096 -1.353 -0.311 0.23
H 0.648 0.419 -0.293 0.23
H -1.750 1.720 -2.019 0.09
```



# 2
The following is a DFT calculation (the ωB97M-V functional and the def2-TZVPD basis) of one molecule with the formula CH4S3 in a non-equilibrium geometry.

- orbital gap (eV) = 8.11
- spin multiplicity = 1
- SMILES = CSSS

```
8
Properties=species:S:1:pos:R:3:nbo_charge:R:1
C -1.494 0.083 -0.553 -0.70
S 2.263 -1.144 1.136 -0.21
S -0.547 1.107 0.739 0.12
S 1.295 0.798 0.247 -0.02
H -2.234 0.804 -0.903 0.23
H -1.953 -0.703 0.006 0.22
H -0.626 -0.231 -1.104 0.24
H 3.297 -0.714 0.431 0.12
```



# 3
The following is a DFT calculation (the ωB97M-V functional and the def2-TZVPD basis) of a 2-piece molecular cluster, CH4S5 overall in a non-equilibrium geometry.

- orbital gap (spin up / spin down) (eV) = 7.32 / 6.40
- spin multiplicity = 3
- <S²> = 2.009

```
10
Properties=species:S:1:pos:R:3:nbo_charge:R:1
C 1.890 0.317 0.207 -0.67
S 3.114 -0.613 0.990 0.13
S -3.032 -0.044 0.855 -0.12
S -0.420 2.130 -0.512 -0.10
S -2.035 -1.536 -0.077 -0.15
S 0.545 1.096 0.900 0.27
H 1.852 0.159 -0.923 0.23
H 4.003 -0.544 -0.011 0.14
H -3.150 0.875 -0.205 0.14
H -2.766 -1.839 -1.224 0.14
```



# 4
The following is a DFT calculation (the ωB97M-V functional and the def2-TZVPD basis) of CH5BO as an isolated structure in a non-equilibrium geometry.

- orbital gap (eV) = 10.80
- spin multiplicity = 1

```
8
Properties=species:S:1:pos:R:3:nbo_charge:R:1
B -0.044 0.431 0.451 0.84
C 0.313 -0.896 -0.408 -1.02
O -0.412 1.591 -0.124 -0.91
H -0.184 0.332 1.894 -0.15
H 1.303 -0.832 -0.952 0.24
H -0.482 -1.102 -1.207 0.24
H 0.426 -1.810 0.113 0.23
H -0.919 2.288 0.234 0.51
```



# 5
The following is a DFT calculation (the ωB97M-V functional and the def2-TZVPD basis) of a 2-piece molecular cluster, CH5BrN2P overall in a non-equilibrium geometry.

- orbital gap (spin up / spin down) (eV) = 7.37 / 8.93
- spin multiplicity = 1
- charge = +1

```
10
Properties=species:S:1:pos:R:3:nbo_charge:R:1
C 0.230 -0.048 -0.212 0.17
N 1.294 0.475 -0.907 -0.74
N 0.105 -1.372 -0.190 -0.72
P -1.143 1.132 0.140 0.63
Br -2.946 -0.229 0.355 -0.11
H 2.022 -0.165 -1.149 0.42
H 1.425 1.567 -1.093 0.47
H 0.785 -2.020 -0.577 0.42
H -0.642 -1.878 0.338 0.45
H -1.130 2.538 3.294 0.01
```



# 6
The following is a DFT calculation (the ωB97M-V functional and the def2-TZVPD basis) of a 2-piece molecular cluster, CH5BrO overall in a non-equilibrium geometry.

- orbital gap (eV) = 11.14
- spin multiplicity = 1
- SMILES = CBr.O

```
8
Properties=species:S:1:pos:R:3:nbo_charge:R:1
Br -2.186 0.300 0.359 -0.01
C -0.490 0.361 1.274 -0.66
H 0.183 -0.198 0.602 0.22
H -0.457 -0.106 2.273 0.22
H -0.120 1.397 1.358 0.23
O 1.283 -0.333 -2.130 -0.94
H 0.303 -0.254 -2.087 0.47
H 1.485 -1.168 -1.650 0.47
```



# 7
The following is a DFT calculation (the ωB97M-V functional and the def2-TZVPD basis) of CH5BrSi as an isolated structure in a non-equilibrium geometry.

- orbital gap (eV) = 8.86
- spin multiplicity = 1

```
8
Properties=species:S:1:pos:R:3:nbo_charge:R:1
C -0.140 -0.460 0.469 -1.14
Si 0.763 -0.717 -0.962 1.17
Br 3.006 -0.556 -1.195 -0.32
H -1.117 -0.149 0.259 0.23
H -1.272 2.068 0.997 0.02
H -0.026 -0.442 1.482 0.24
H 0.413 -1.120 -2.236 -0.17
H -1.626 1.375 1.185 -0.02
```



# 8
The following is a DFT calculation (the ωB97M-V functional and the def2-TZVPD basis) of CH5F2N2O2PS as an isolated structure in a non-equilibrium geometry.

- orbital gap (eV) = 9.51
- spin multiplicity = 1

```
14
Properties=species:S:1:pos:R:3:nbo_charge:R:1
C 0.793 1.424 -0.198 -0.86
N -0.830 -3.070 0.377 -1.31
N -1.461 -0.498 -0.225 -1.18
O 0.113 0.294 -2.487 -0.87
O 1.303 -1.160 -0.885 -0.85
F 0.302 -0.705 1.449 -0.58
F -1.796 -1.449 2.178 -0.57
P -0.905 -1.609 0.797 2.35
S 0.432 -0.088 -1.141 2.18
H 1.925 1.324 0.090 0.28
H 0.362 2.286 -0.758 0.28
H 0.179 1.163 0.703 0.29
H -0.483 -3.872 0.952 0.42
H -2.062 -0.910 -0.934 0.42
```



# 9
The following is a DFT calculation (the ωB97M-V functional and the def2-TZVPD basis) of CH5FN2OSb as an isolated structure in a non-equilibrium geometry.

- orbital gap (eV) = 9.15
- spin multiplicity = 1
- charge = -1

```
11
Properties=species:S:1:pos:R:3:nbo_charge:R:1
N 3.362 -0.786 0.222 -0.51
C 2.592 -0.087 -0.258 0.56
O 1.782 0.955 -0.380 -0.81
Sb -0.184 0.360 0.025 1.74
N -2.105 -0.403 0.413 -1.27
F 0.438 -1.591 -0.066 -0.74
H 0.173 0.470 1.715 -0.18
H -0.769 2.005 0.057 -0.27
H -0.436 0.321 -1.693 -0.22
H -2.111 -1.387 0.133 0.37
H -2.743 0.143 -0.168 0.34
```



# 10
The following is a DFT calculation (the ωB97M-V functional and the def2-TZVPD basis) of one molecule with the formula CH5FOP2 in a non-equilibrium geometry.

- orbital gap (eV) = 6.87
- spin multiplicity = 1
- SMILES = CO[P@@H](F)=P

```
10
Properties=species:S:1:pos:R:3:nbo_charge:R:1
C -1.409 0.562 -0.401 -0.24
O -0.088 1.049 -0.304 -0.82
F 0.993 -1.198 -0.508 -0.59
P 3.835 0.358 -0.111 -0.25
P 1.334 0.280 0.063 1.48
H -2.014 1.087 0.341 0.19
H -1.474 -0.513 -0.252 0.19
H -1.769 0.819 -1.400 0.20
H 3.617 -1.013 -0.314 -0.04
H 1.023 -0.122 1.379 -0.11
```



# 11
The following is a DFT calculation (the ωB97M-V functional and the def2-TZVPD basis) of a 2-piece molecular cluster, CH5I4NSi2 overall in a non-equilibrium geometry.

- orbital gap (eV) = 8.17
- spin multiplicity = 1
- SMILES = C/N=[SiH]\I.I[SiH](I)I

```
13
Properties=species:S:1:pos:R:3:nbo_charge:R:1
C -0.516 1.081 -0.430 -0.42
N -1.464 0.124 -0.839 -1.08
Si -1.847 -1.367 -1.281 1.30
Si 0.166 -1.859 3.212 0.58
I -0.889 -3.324 -2.378 -0.23
I 1.774 -2.282 1.402 -0.12
I -2.005 -2.796 2.620 -0.14
I -0.076 0.561 3.556 -0.17
H 0.320 0.637 0.183 0.19
H -0.309 1.660 -1.308 0.20
H -0.903 1.816 0.286 0.19
H -3.231 -1.857 -1.033 -0.17
H 0.543 -2.186 4.594 -0.13
```



# 12
The following is a DFT calculation (the ωB97M-V functional and the def2-TZVPD basis) of CH5IN2O2S as an isolated structure in a non-equilibrium geometry.

- orbital gap (spin up / spin down) (eV) = 7.43 / 7.43
- spin multiplicity = 1

```
12
Properties=species:S:1:pos:R:3:nbo_charge:R:1
C 1.770 -1.572 0.124 -0.48
N -1.661 2.183 0.663 -1.07
N 0.483 -2.161 -0.025 -0.72
O -1.603 -0.096 -0.397 -0.99
O 0.214 1.731 -0.808 -0.95
S -0.519 1.045 0.212 1.65
I -0.679 -1.743 -1.492 1.15
H 1.644 -0.789 0.883 0.22
H 2.668 -2.294 0.328 0.21
H 2.161 -1.083 -0.771 0.19
H -2.121 2.706 -0.093 0.39
H -2.358 2.072 1.377 0.40
```